Molecular formula: C5H7NO
Method: DFT, the ωB97M-V functional and the def2-TZVPD basis

Structure (XYZ):
```
14
Properties=species:S:1:pos:R:3:forces:R:3
C 2.3884 -0.1471 0.1402 0.10 -0.08 0.06
N 1.1614 0.4984 -0.2910 -0.22 0.05 -0.07
C -0.0591 0.0478 0.0132 0.17 0.08 -0.05
O -0.2600 -0.9738 0.7738 -0.05 0.05 -0.06
C -1.6248 -1.1952 -0.1600 -0.14 0.04 0.14
C -2.4042 -0.0645 0.3903 -0.07 -0.08 0.01
C -1.3122 0.3706 -0.5640 0.14 0.18 -0.22
H 2.8867 0.4265 0.9297 -0.08 -0.11 -0.13
H 2.1358 -1.1376 0.5242 0.06 0.17 -0.06
H 3.0670 -0.2558 -0.7116 -0.10 0.00 0.17
H 1.2111 1.3024 -0.8969 -0.01 -0.11 0.07
H -2.3389 0.2517 1.4299 0.03 -0.07 -0.12
H -3.3925 0.0182 -0.0584 0.13 -0.04 0.07
H -1.4586 0.8583 -1.5194 0.02 -0.07 0.18
```
Forces are in eV/Å.

- Multiplicity: 1
- Calculated total energy: -324.571889 a.u.
- Relative energy (zero: lowest compared OMol25 entry of this formula, charge and spin): 4.152 eV
- HOMO level: -0.301 Eh
- Net charge: 0